Record 1
# C2H5B

A molecular structure, C2H5B in a non-equilibrium geometry (ωB97M-V/def2-TZVPD, the OMol25 dataset).

Summary:
Orbital gap (alpha / beta) in eV: 7.8 / 6.5
Maximum force in eV/Å: 7.64
HOMO level (alpha / beta) in eV: -6.9 / -10.1
Multiplicity: 3
Energy relative to the best compared isomer or geometry (same formula, charge and spin) in eV: 1.7191

Last column: Löwdin spin population.
Atoms and positions in Å:
B 1.28470 -0.00991 0.00213  0.414
C -1.27128 0.03739 -0.02128  0.716
C -0.09572 -0.59648 0.02504  0.616
H 2.33528 -0.42496 -0.27868  0.040
H 1.43546 1.50707 0.18726  0.105
H -2.30068 -0.37561 -0.09331  0.036
H -1.23390 1.16349 0.01270  0.033
H -0.04660 -1.62232 0.19726  0.041



Record 2
# C2H5BO2

A single C2H5BO2 molecule in a non-equilibrium geometry (ωB97M-V/def2-TZVPD, the OMol25 dataset).

Summary:
Orbital gap in eV: 7.7
Maximum force in eV/Å: 5.03
HOMO level in eV: -7.6
Energy relative to the best compared isomer or geometry (same formula, charge and spin) in eV: 5.5533

Last column: natural (NBO) charge in e.
Atoms and positions in Å:
B 1.66731 -0.07650 -0.99841  1.068
C -1.09902 -0.16200 -0.13191  0.002
C 0.06523 0.42260 0.83862  -0.108
O -0.71866 -0.81274 -1.16366  -0.786
O 1.23431 0.33144 0.11050  -0.665
H 2.32227 -0.49964 -1.77272  -0.077
H -1.66774 -1.03835 0.61795  0.065
H -1.86704 0.65300 -0.20817  0.114
H -0.10132 1.47063 1.14782  0.194
H 0.16468 -0.28844 1.55998  0.194



Record 3
# C2H5Br2N2

A gas-phase ion, C2H5Br2N2 (charge +1) in a non-equilibrium geometry (ωB97M-V/def2-TZVPD, the OMol25 dataset).

Summary:
Orbital gap in eV: 7.3
Maximum force in eV/Å: 4.99
HOMO level in eV: -13.5
Total charge: +1
SMILES: N[C@@H](Br)/[NH+]=C/Br
Energy relative to the best compared isomer or geometry (same formula, charge and spin) in eV: 1.5111

Last column: natural (NBO) charge in e.
Atoms and positions in Å:
N -1.38513 0.76690 -0.55702  -0.754
C -0.70159 -0.05768 0.25103  0.227
Br -1.66353 -2.18743 -0.06006  -0.235
N 0.62794 -0.24260 -0.18708  -0.492
C 1.66231 -0.04492 0.57531  0.158
Br 3.30284 -0.50087 -0.09787  0.314
H -2.04960 1.31691 -0.11725  0.420
H -0.89634 1.12515 -1.38219  0.405
H -0.98445 0.11024 1.23990  0.242
H 0.59637 -0.62268 -1.16183  0.477
H 1.49119 0.33697 1.49705  0.237



Record 4
# C2H5BrN

2 unconnected molecules or ions with the total composition C2H5BrN in a non-equilibrium geometry (ωB97M-V/def2-TZVPD, the OMol25 dataset).

Summary:
Orbital gap (alpha / beta) in eV: 9.8 / 8.8
Maximum force in eV/Å: 1.35
HOMO level (alpha / beta) in eV: -14.7 / -15.2
Total charge: +1
Energy relative to the best compared isomer or geometry (same formula, charge and spin) in eV: 4.0910

Last column: natural (NBO) charge in e.
Atoms and positions in Å:
C -0.50446 -0.48754 0.43859  -0.281
C 0.91043 -0.84892 0.31851  0.035
N 0.21426 -0.23662 -0.82325  -0.579
Br 1.70059 -2.52137 0.20642  0.281
H -1.28496 -1.24018 0.40430  0.263
H -0.77754 0.38537 1.02000  0.268
H 1.89097 1.00933 1.45070  0.101
H -0.03531 -0.80926 -1.63511  0.453
H 0.44475 0.72170 -1.09368  0.459



Record 5
# C2H5BrN2O

A single C2H5BrN2O molecule in a non-equilibrium geometry (ωB97M-V/def2-TZVPD, the OMol25 dataset).

Summary:
Orbital gap in eV: 9.7
Maximum force in eV/Å: 4.88
HOMO level in eV: -9.6
SMILES: CC(=O)N(N)Br
Energy relative to the best compared isomer or geometry (same formula, charge and spin) in eV: 2.2620

Last column: natural (NBO) charge in e.
Atoms and positions in Å:
C 1.18106 0.87682 -0.04502  -0.688
C -0.25791 1.05188 -0.08239  0.631
O -0.97720 2.05303 -0.09170  -0.586
N -0.80666 -0.18922 -0.13345  -0.430
N -0.00020 -1.67094 0.13474  -0.609
Br -2.65548 -0.39498 -0.20746  0.221
H 1.52052 1.85045 0.03607  0.235
H 1.26872 0.21416 0.91972  0.245
H 1.49426 0.38539 -0.93452  0.243
H -0.40432 -2.23971 -0.64022  0.373
H -0.36281 -1.93688 1.04421  0.362



Record 6
# C2H5BrS2

A single C2H5BrS2 molecule in a non-equilibrium geometry (ωB97M-V/def2-TZVPD, the OMol25 dataset).

Summary:
Orbital gap in eV: 9.8
Maximum force in eV/Å: 5.89
HOMO level in eV: -9.2
SMILES: SC(S)CBr
Energy relative to the best compared isomer or geometry (same formula, charge and spin) in eV: 0.6152

Last column: natural (NBO) charge in e.
Atoms and positions in Å:
S 0.17515 -1.99294 -0.00088  0.013
C 0.31211 -0.29148 0.61769  -0.497
S 1.93777 0.42336 0.37504  0.047
C -0.94288 0.74324 -0.23726  -0.441
Br -2.63638 0.19963 0.43816  0.041
H 1.01933 -1.68961 -0.87696  0.099
H 0.02131 -0.45649 1.65060  0.230
H 1.57279 0.95125 -0.67650  0.089
H -0.71989 0.38857 -1.24711  0.216
H -0.73931 1.72447 -0.04276  0.203



Record 7
# C2H5BrSi

2 unconnected molecules or ions with the total composition C2H5BrSi in a non-equilibrium geometry (ωB97M-V/def2-TZVPD, the OMol25 dataset).

Summary:
Orbital gap in eV: 7.9
Maximum force in eV/Å: 1.55
HOMO level in eV: -9.0
Energy relative to the best compared isomer or geometry (same formula, charge and spin) in eV: 1.7720

Last column: natural (NBO) charge in e.
Atoms and positions in Å:
C -1.37688 -0.06335 0.74411  -0.375
C -0.82232 -0.41952 -0.43601  -0.403
Si 2.35785 1.17643 0.22759  0.691
Br 3.99119 -0.39521 0.00613  -0.405
H -1.83520 -0.77558 1.41009  0.197
H -1.27518 0.92797 1.20237  0.195
H -0.23994 0.24840 -1.11351  0.191
H -0.96044 -1.47278 -0.78103  0.202
H 2.86960 1.92482 -1.01957  -0.293



Record 8
# C2H5Cl2Hg2O

A molecular structure, C2H5Cl2Hg2O in a non-equilibrium geometry (ωB97M-V/def2-TZVPD, the OMol25 dataset).

Summary:
Orbital gap in eV: 2.4
Maximum force in eV/Å: 4.57
HOMO level in eV: -20.3
Total charge: +3
Energy relative to the best compared isomer or geometry (same formula, charge and spin) in eV: 2.1623

Last column: natural (NBO) charge in e.
Atoms and positions in Å:
Hg -6.27128 -7.76629 21.94543  1.326
Hg -3.47067 -5.52361 22.88451  1.240
C -3.53610 -7.60226 20.00353  -0.298
O -4.02501 -7.16047 21.19807  -0.782
H -3.66393 -8.65760 19.76267  0.262
H -3.92897 -6.90472 19.26381  0.174
H -2.45118 -7.50414 20.04118  0.254
C -2.07475 -4.36103 17.75603  -0.498
Cl -2.51423 -2.82110 17.05628  0.390
Cl -0.67267 -4.20102 18.83071  0.310
H -2.90739 -4.78301 18.31883  0.281
H -1.78190 -5.10433 17.01451  0.341



Record 9
# C2H5Cl2PS2

A single C2H5Cl2PS2 molecule in a non-equilibrium geometry (ωB97M-V/def2-TZVPD, the OMol25 dataset).

Summary:
Orbital gap in eV: 9.5
Maximum force in eV/Å: 2.84
HOMO level in eV: -9.0
SMILES: SP(Cl)SCCCl
Energy relative to the best compared isomer or geometry (same formula, charge and spin) in eV: 0.6533

Last column: natural (NBO) charge in e.
Atoms and positions in Å:
S 3.52309 -0.78098 -0.27239  -0.323
P 2.08716 0.68362 0.32214  0.573
Cl 3.34246 2.16317 0.55569  -0.236
S 1.21315 0.87267 -1.63080  -0.096
C -0.31269 -0.12079 -1.16377  -0.546
C -1.54738 0.76546 -1.09839  -0.410
Cl -1.65762 1.61760 0.48656  -0.074
H 2.56945 -1.80634 -0.31864  0.146
H 0.10848 -0.66716 -0.23995  0.238
H -0.40802 -0.99808 -1.95269  0.249
H -1.42948 1.56326 -1.92649  0.236
H -2.63290 0.35214 -1.11770  0.244



Record 10
# C2H5Cl3NO

2 unconnected molecules or ions with the total composition C2H5Cl3NO in a non-equilibrium geometry (ωB97M-V/def2-TZVPD, the OMol25 dataset).

Summary:
Orbital gap in eV: 10.6
Maximum force in eV/Å: 5.98
HOMO level in eV: -14.8
Total charge: +1
Energy relative to the best compared isomer or geometry (same formula, charge and spin) in eV: 0.6277

Last column: natural (NBO) charge in e.
Atoms and positions in Å:
C -0.26625 -1.63713 0.50009  0.543
C 0.88195 2.42358 -0.85290  -0.238
N -1.31977 -1.04613 0.26562  -0.642
O -0.34313 -2.74231 1.29622  -0.602
Cl -0.82176 2.18010 -0.35739  -0.018
Cl 1.49133 0.72640 -1.14938  -0.058
Cl 1.68536 3.24159 0.48478  0.105
H 0.67833 -1.21022 0.16189  0.230
H -1.10370 -0.16377 -0.17111  0.443
H 0.51544 -3.25991 1.21012  0.530
H -2.23620 -1.29526 0.47243  0.451
H 0.83839 2.78307 -1.86038  0.254



Record 11
# C2H5Cl3NO

A gas-phase ion, C2H5Cl3NO (charge +1) in a non-equilibrium geometry (ωB97M-V/def2-TZVPD, the OMol25 dataset).

Summary:
Orbital gap in eV: 11.2
Maximum force in eV/Å: 4.84
HOMO level in eV: -15.0
Total charge: +1
SMILES: [NH3+][C@H](O)C(Cl)(Cl)Cl
Energy relative to the best compared isomer or geometry (same formula, charge and spin) in eV: 1.4023

Last column: natural (NBO) charge in e.
Atoms and positions in Å:
N 0.03964 -0.99870 -0.92892  -0.777
C -0.60317 0.23017 -0.36238  0.287
O -0.28757 1.29296 -1.05588  -0.693
C 0.17877 0.34506 1.32546  -0.216
Cl -1.07015 0.96486 2.38561  0.106
Cl 0.79538 -1.21720 1.92495  0.050
Cl 1.57836 1.41802 1.07491  0.051
H 0.00025 -1.80711 -0.17353  0.477
H 1.08360 -0.98472 -1.28050  0.477
H -0.53715 -1.19616 -1.79355  0.461
H -1.71119 0.11620 -0.20615  0.242
H 0.53323 1.83662 -0.91002  0.536



Record 12
# C2H5Cl3O

2 unconnected molecules or ions with the total composition C2H5Cl3O in a non-equilibrium geometry (ωB97M-V/def2-TZVPD, the OMol25 dataset).

Summary:
Orbital gap in eV: 11.4
Maximum force in eV/Å: 2.34
HOMO level in eV: -11.0
SMILES: ClCC(Cl)Cl.O
Energy relative to the best compared isomer or geometry (same formula, charge and spin) in eV: 0.3106

Last column: natural (NBO) charge in e.
Atoms and positions in Å:
Cl -0.66361 0.80690 -2.66828  -0.067
C -0.42099 1.03572 -0.89304  -0.403
C -0.77424 -0.17222 -0.09037  -0.267
Cl -0.82567 0.45758 1.50091  0.030
Cl -2.31058 -1.01069 -0.39016  0.007
H 0.61418 1.40086 -0.74974  0.246
H -1.10884 1.86242 -0.63054  0.235
H 0.07634 -0.88381 -0.09426  0.214
O 1.86922 -0.99687 1.69665  -0.927
H 1.19090 -1.67013 1.46244  0.466
H 2.35326 -0.82974 0.85639  0.467